Entry 1:
Molecular formula: C33H84N5O12S
Method: DFT, ωB97M-V/def2-TZVPD

Its largest force on an atom is 3.781 eV/A. Its net charge is +2. As for the highest occupied orbital energy (alpha / beta): -6.448 / -13.732 eV. The spin multiplicity is 2.

Last column: Mulliken charge in e.
CARTESIAN COORDINATES (ANGSTROEM)
H: 17.15409 -8.69032 6.27645  0.499
H: 13.33528 -9.03405 0.35421  0.242
S: 15.61773 -12.54814 2.32340  0.283
H: 15.77794 -15.20452 6.57344  0.416
C: 11.06465 -9.58411 3.91272  -1.078
H: 17.40332 -16.12455 -1.80908  0.481
C: 16.07595 -8.66180 6.11862  -1.732
H: 16.68828 -8.10271 2.10354  0.306
H: 14.44668 -17.99250 6.74069  0.275
C: 17.29263 -11.05034 -1.96890  -0.313
C: 15.27358 -6.61178 7.00386  -1.020
N: 16.43897 -14.79255 4.61890  1.204
O: 13.86291 -8.34806 2.19329  -0.028
H: 17.56702 -9.59586 0.42373  0.313
H: 16.64082 -10.45091 -1.33333  -0.150
H: 14.40836 -7.58664 0.29827  0.452
H: 15.84097 -13.98644 4.50629  -0.607
H: 10.25579 -8.86235 3.79907  0.558
O: 15.58764 -12.39729 3.75054  -0.332
H: 8.17794 -13.18927 4.47206  0.289
H: 13.55033 -10.75426 2.85742  -0.894
H: 20.61557 -10.84116 -1.53681  0.380
H: 14.63797 -9.80291 4.84147  -0.634
H: 20.94476 -8.87844 0.84059  0.267
H: 15.96410 -10.02957 2.93209  -0.991
H: 12.86030 -11.93697 2.21335  0.486
H: 19.49790 -9.34759 -1.17756  0.486
O: 10.25585 -12.69041 4.35453  -0.276
C: 14.17751 -8.51809 0.81521  -0.842
C: 15.35399 -16.55545 -4.12497  -0.807
H: 15.10047 -9.07475 0.65284  0.131
H: 12.27349 -11.27131 5.04541  0.294
C: 21.10013 -11.33002 1.63051  -1.105
H: 15.18214 -13.46491 -1.12056  0.074
H: 18.69364 -17.42789 2.79757  0.167
H: 17.99587 -16.22073 7.34018  0.529
H: 17.68663 -14.48014 -1.76264  0.268
H: 11.75897 -9.93639 1.78390  0.589
H: 15.69249 -8.94084 7.10005  0.434
C: 15.10165 -14.53757 -0.94446  -0.272
O: 14.03440 -16.55888 5.49488  -0.386
H: 15.33666 -11.35077 -2.96531  0.338
O: 14.51709 -13.44704 1.89372  -0.109
H: 16.17529 -10.62907 5.29853  0.386
C: 18.34267 -10.14724 0.95519  -0.559
H: 17.63525 -10.78809 1.48146  -0.505
H: 14.69945 -6.53119 2.46358  0.619
H: 14.83102 -7.15355 7.83976  0.409
H: 11.76182 -13.70284 3.35056  0.508
C: 18.79770 -15.82524 -0.11505  -0.362
C: 14.51700 -15.38121 -2.12501  -0.997
N: 16.34486 -9.42886 3.64921  1.979
H: 22.75235 -11.11920 0.16108  0.351
H: 15.00854 -18.37754 5.01737  0.362
H: 17.18950 -17.16169 6.03334  0.382
C: 20.18358 -10.12419 -0.83865  -0.542
C: 19.12241 -16.72557 2.08272  -0.820
H: 9.22687 -14.23840 3.46554  0.335
C: 12.58070 -12.04565 4.34247  0.402
H: 16.80188 -7.19389 3.51431  0.232
H: 20.90230 -17.03731 5.57786  0.306
O: 18.31180 -16.69153 0.88180  -0.413
H: 20.12250 -16.96879 7.04239  0.388
H: 16.79186 -11.64600 -3.93977  0.395
H: 19.63972 -18.16937 5.82484  0.362
H: 13.34344 -18.55709 5.54233  0.275
H: 21.97477 -8.85169 -0.56635  0.482
C: 15.77283 -15.87115 3.86253  1.088
C: 14.70939 -7.48994 2.98204  -0.352
C: 12.21133 -8.56334 5.78445  -0.646
O: 18.91420 -16.12345 5.49370  -0.225
H: 16.27757 -16.79282 4.15215  0.725
H: 19.56419 -16.44991 -0.57373  0.589
H: 14.30009 -16.59217 -4.40073  0.328
H: 15.68180 -17.52191 -3.74209  0.318
H: 14.29510 -7.50071 3.99017  -0.040
C: 9.17210 -13.62280 4.36338  -0.842
H: 13.04424 -7.89855 6.01345  -0.005
H: 20.47724 -12.67619 0.08669  0.637
H: 19.29519 -12.69728 1.34031  -0.311
H: 20.66043 -10.71342 2.41445  0.503
C: 19.89575 -17.12240 5.98737  -0.962
H: 16.26328 -12.83495 -2.76194  0.259
H: 10.64747 -10.06042 4.79995  0.479
H: 19.37170 -15.74012 2.47621  0.306
H: 16.00007 -16.42273 -4.99278  0.263
H: 16.18569 -6.16012 7.39394  0.286
C: 17.72181 -16.24452 6.28546  -0.682
C: 11.45479 -10.45265 2.69443  -0.798
C: 22.12334 -10.55644 0.85083  -0.841
H: 17.70699 -12.50952 -0.30829  -0.244
C: 14.24400 -17.95649 5.67030  -0.752
O: 15.44688 -15.40799 -3.16729  -0.293
H: 14.59130 -5.79104 6.78252  0.299
H: 14.51014 -16.40304 -1.74566  0.394
H: 9.16870 -14.37338 5.15378  0.319
H: 13.55662 -12.43271 4.63549  -0.032
H: 19.20686 -14.97073 0.42395  -0.094
H: 16.65929 -14.41881 0.48526  -0.977
H: 17.23500 -14.46107 4.09300  0.388
C: 19.98433 -12.03447 0.81699  0.041
H: 15.83777 -15.77514 2.77871  -1.452
C: 11.52397 -13.15163 4.26033  -1.400
H: 11.32898 -7.93351 5.89789  0.475
O: 12.16520 -8.82148 4.32190  -0.206
C: 16.23018 -8.01873 3.08902  -0.714
N: 19.17704 -11.05047 -0.04297  0.624
H: 13.83582 -16.81674 3.51004  0.617
H: 13.56877 -15.02657 -2.52896  0.455
H: 14.43642 -14.72777 -0.10220  0.505
H: 22.86254 -10.06411 1.48272  0.456
C: 16.34485 -11.76488 -2.95278  -1.283
C: 21.32465 -9.49536 0.02622  -0.858
H: 16.11383 -15.86751 0.28270  0.753
H: 20.07507 -17.19112 1.83018  0.502
O: 15.54471 -7.32736 5.86005  -0.107
C: 17.62227 -15.33532 -1.08987  -0.416
H: 12.08230 -9.29345 6.58344  0.348
C: 15.70663 -9.68498 5.02078  1.233
C: 16.73161 -15.05602 6.06692  -0.682
O: 15.29582 -11.24136 1.78058  -1.066
H: 21.73743 -12.07370 2.10893  0.365
C: 14.32750 -16.09164 4.15858  -0.481
H: 17.07396 -14.15588 6.57745  0.558
N: 12.69055 -11.27483 2.95689  1.041
H: 13.67669 -15.22782 4.02314  -0.370
H: 17.32937 -9.64610 3.58878  -0.411
O: 16.90219 -13.12241 1.81482  -1.734
H: 18.93300 -9.55309 1.65275  0.457
H: 18.89571 -12.47983 -1.57132  0.667
N: 16.37062 -15.04856 -0.24973  1.072
H: 10.71777 -11.16891 2.33127  0.530
H: 11.58072 -13.82253 5.11753  0.591
H: 17.83554 -10.23713 -2.45062  0.483
C: 18.21713 -11.84305 -1.00374  0.164

***

Entry 2:
Molecular formula: C26H18N5ORuS3
Method: DFT, ωB97M-V/def2-TZVPD

Its largest force on an atom is 0.656 eV/A. For the energy above the lowest of the compared OMol25 structures with the same formula, charge and spin, the calculation gives 18.9 kcal/mol. Its net charge is 0. As for the highest occupied orbital energy (alpha / beta): -7.874 / -8.362 eV. The spin multiplicity is 2.

Last column: Mulliken charge in e.
CARTESIAN COORDINATES (ANGSTROEM)
N: -0.02934 -1.50714 0.81461  0.708
S: -0.04172 -1.09325 -1.66298  -0.324
N: 3.14053 -2.18164 -5.66510  -0.501
H: 3.32816 1.15484 -1.13785  0.530
H: 3.30465 0.53486 -3.54020  0.491
H: -1.86917 -4.28112 4.82319  0.383
C: 3.17122 0.12250 -1.43082  0.056
C: 3.00587 -0.87973 -0.44836  0.625
C: 3.10075 -1.55435 -3.15696  0.569
C: -1.47199 -3.69123 4.00827  -0.497
C: -1.33787 -3.19893 1.68628  1.081
H: -2.85611 0.64917 -1.69288  0.314
C: -1.86042 -3.97742 2.71180  -0.499
H: 0.62609 -1.05975 3.46724  0.254
H: -2.80906 2.72726 1.67931  0.333
C: 3.00254 -2.57108 -2.18090  -0.789
H: -1.15230 4.22529 -4.66605  0.397
N: 1.42597 1.78104 1.41375  -0.765
C: -2.92420 2.74571 0.59661  -0.947
C: -2.32096 2.43116 -4.52978  -0.423
S: -1.31056 2.49359 -0.11711  0.183
C: 3.19276 -0.22710 -2.78038  -0.818
H: -3.29697 3.71437 0.26631  0.429
H: -3.57408 1.93923 0.25933  0.317
H: -2.54800 2.40937 -5.58749  0.401
Ru: 0.96702 0.15484 0.13726  0.457
H: 2.76084 -1.32598 1.64356  0.402
C: 3.12524 -1.90362 -4.54980  -0.057
H: 2.95730 -3.60463 -2.49618  0.456
O: -1.01543 1.03471 0.23998  -0.275
H: -3.40463 0.62443 -4.11360  0.394
C: 0.44558 2.06318 3.74159  0.130
C: -0.05717 -1.87527 3.26565  -0.269
C: 0.98454 1.92194 2.49026  0.783
C: -0.44046 -2.16215 1.95951  -0.824
C: -0.57258 -1.96185 -0.28397  0.279
H: -0.61039 4.25402 -2.24245  0.412
C: 2.94112 -2.23738 -0.86007  -0.776
C: -0.58119 -2.64869 4.28246  -0.806
N: -1.88804 3.13923 3.84296  -0.586
C: 1.08908 1.52054 4.88090  0.140
N: 1.60773 1.04147 5.79155  -0.542
C: -1.53725 3.45237 -4.01471  -0.554
H: -2.55485 -4.78032 2.50368  0.394
H: 2.83203 -3.00366 -0.10305  0.398
S: -1.64640 -3.29913 -0.03369  -0.266
C: -1.23483 3.47320 -2.65959  -0.453
C: -0.83491 2.67018 3.80811  0.237
C: -2.51693 1.44107 -2.34770  -0.309
C: -1.73796 2.47311 -1.84263  0.714
H: 3.34314 0.35261 1.29341  0.563
H: -0.30032 -2.43919 5.30583  0.448
C: 2.79187 -0.50721 0.93131  -1.225
C: -2.80793 1.42651 -3.70041  -0.773

***

Entry 3:
Molecular formula: C9H19ClN4O
Method: DFT, ωB97M-V/def2-TZVPD

Its largest force on an atom is 6.110 eV/A. For the energy above the lowest of the compared OMol25 structures with the same formula, charge and spin, the calculation gives 6.2 kcal/mol. Its net charge is +2. As for the highest occupied orbital energy: -16.492 eV. Its SMILES is [H]/N=C/NC(/[NH+]=C(\Cl)OCCCC)=[NH+]\CC. The spin multiplicity is 1.

Last column: Mulliken charge in e.
CARTESIAN COORDINATES (ANGSTROEM)
H: -6.03257 1.59394 0.87997  0.351
C: 1.90554 -1.59286 1.56368  -0.233
C: -0.14691 -0.73797 -0.21544  0.578
N: 2.61373 -0.85606 0.70729  0.061
H: -4.08715 1.86390 -0.88260  0.277
C: -2.53848 -1.09197 0.05655  -0.673
H: 2.50928 1.91744 -0.92476  0.201
H: 6.28790 0.99616 -1.03361  0.347
C: -4.14277 1.01764 -0.12631  -0.437
H: 4.49069 1.06558 1.06749  0.432
C: -3.42615 -0.15267 -0.78899  -0.793
H: -2.85386 0.04083 -1.66000  0.353
H: 4.71920 0.35824 -1.81003  0.356
O: -1.28684 -0.30085 0.06757  -0.209
C: 4.27326 1.27985 0.06450  -0.653
H: -4.13120 -0.84585 -1.10574  0.577
H: 3.60101 -0.99384 0.75633  0.190
H: 2.35516 -2.37471 1.99732  0.513
N: 0.63303 -1.43878 1.63113  -0.441
H: 4.57958 2.39096 -0.12310  0.334
H: -2.73457 -1.32363 1.10513  0.335
H: -5.61957 -0.03030 0.80678  0.392
C: -5.59219 0.82741 0.22507  -1.400
H: -6.16512 0.63439 -0.62003  0.390
Cl: -0.00318 -2.18998 -1.22515  -0.012
H: 0.01281 -2.14321 2.07403  0.308
H: -3.57152 1.37133 0.67036  0.411
N: 0.81070 0.21433 -0.33565  -0.189
H: 0.45941 1.16508 -0.68453  0.393
C: 5.19858 0.50516 -0.90839  -0.970
C: 2.13268 0.17712 -0.01706  0.468
H: -2.52035 -2.08197 -0.45406  0.535
N: 2.93015 1.23337 -0.35719  -0.095
H: 5.33974 -0.49808 -0.40055  0.303

***

Entry 4:
Molecular formula: C40H40BrIrN5O2P
Method: DFT, ωB97M-V/def2-TZVPD

Its largest force on an atom is 0.535 eV/A. For the energy above the lowest of the compared OMol25 structures with the same formula, charge and spin, the calculation gives 0.0 kcal/mol. Its net charge is +3. As for the highest occupied orbital energy (alpha / beta): -15.781 / -15.781 eV. The spin multiplicity is 2.

Last column: Mulliken charge in e.
CARTESIAN COORDINATES (ANGSTROEM)
H: -1.79305 -2.03153 -2.12567  0.256
C: -0.51487 -0.97613 2.39375  0.190
C: -1.57681 -1.14705 3.26040  -1.222
C: 1.98945 1.29928 2.81351  -0.602
H: 0.30623 5.52350 1.30627  0.498
H: -8.71091 1.56721 -1.37462  0.418
H: -0.24571 -3.20746 -0.86601  0.254
N: 2.89474 -1.69056 -1.05527  0.769
H: -1.26901 -1.78865 -4.61373  0.455
H: 4.31832 0.40983 5.10278  0.450
C: -1.37382 4.36314 0.62429  -0.817
C: 2.31004 -2.51802 1.08978  -0.271
C: 3.71545 -1.62489 -2.10625  -0.081
C: -1.80141 3.12355 0.18937  -0.967
C: 3.93783 0.39273 1.73836  -0.296
H: -9.53033 -0.61074 2.24932  0.425
C: -0.03903 4.56319 0.94788  -0.857
H: -1.29579 -3.49528 -2.97957  0.544
H: 0.41150 -2.06574 -4.25130  0.300
C: 4.94806 -2.26109 -2.13259  -0.816
N: 0.79234 0.13553 -2.68857  -1.014
C: -0.96432 -2.51253 -2.64311  -0.667
P: 1.79960 1.10581 0.05019  0.386
H: 4.78139 -3.64008 0.94594  0.616
H: -1.71177 -4.53938 3.31466  0.489
H: 5.52731 -0.21074 3.03599  0.514
H: 2.51554 -3.10822 1.97821  0.658
H: 4.63676 0.81170 -0.83133  0.346
H: -2.84239 2.95709 -0.04131  0.556
H: 5.56941 -2.17765 -3.01323  0.540
H: 3.38895 -1.03873 -2.95231  0.304
N: 1.19585 -1.90745 0.93413  0.898
C: 4.15906 1.57080 -1.43167  -0.540
C: -9.25583 0.50063 0.42042  -0.400
C: -8.34558 0.99912 -0.53061  -0.616
C: 5.35930 -2.98768 -1.02969  -0.700
C: 2.66158 0.95497 1.63971  1.304
H: 0.21284 -4.24028 1.79499  0.575
H: -6.28947 1.14606 -1.09857  0.448
C: 4.33150 3.15041 -3.23968  -0.783
H: 0.85590 -3.26936 -2.05838  0.351
H: 0.77544 1.14252 -2.52829  0.132
C: -7.01000 0.76980 -0.38339  -0.340
C: -6.54576 0.02024 0.74351  1.335
C: 0.43803 2.26528 0.33166  0.106
H: 1.62632 0.00977 -3.25823  0.346
H: 1.26665 3.29660 -1.83149  0.440
O: -2.80389 0.71442 -0.45113  -0.999
C: -7.48096 -0.48419 1.70263  -0.418
H: -10.31339 0.69112 0.29655  0.420
C: 3.01824 3.53569 -3.02094  -1.062
C: 0.12876 -2.08931 1.87362  -0.555
H: -0.31913 0.37085 -4.45805  0.630
C: 4.90000 2.16822 -2.43939  -1.057
C: -1.36866 -3.54576 3.06281  -0.853
H: -2.08381 5.17330 0.72260  0.472
C: 3.85224 0.55434 4.13748  -0.737
O: -0.91851 -0.37845 -0.43308  -1.507
H: 2.56855 4.30717 -3.63142  0.479
C: 4.52897 0.20221 2.97686  -1.079
H: -4.57147 0.16489 0.24006  0.113
H: 2.05237 1.38881 4.95120  0.476
H: 1.90129 3.68798 1.01661  0.538
C: 2.58135 1.10053 4.05282  -0.773
H: 5.93003 1.87388 -2.59246  0.511
H: -1.28293 0.15800 -2.99592  0.150
C: 2.27901 2.95153 -2.00033  -0.216
C: 0.85388 3.52197 0.79117  -0.235
Br: -3.52110 -2.64017 4.67852  -0.089
C: 4.50948 -3.07256 0.06596  -0.819
N: 0.13223 -2.67942 -1.65130  -0.754
H: -0.18008 0.01772 2.13702  0.524
C: -0.28346 -3.37240 2.21456  -0.736
C: 2.83990 1.96286 -1.18591  1.395
H: -4.90955 -0.71472 1.70125  0.052
H: -7.11156 -1.04542 2.55444  0.405
C: -1.58870 0.72164 -0.32776  -0.115
H: 6.31846 -3.48766 -1.02190  0.498
C: -0.52184 -1.67575 -3.82692  -0.822
C: -0.92257 2.04517 0.04487  0.770
C: 3.29072 -2.42329 0.01817  0.599
N: -5.24891 -0.19918 0.90100  -0.011
Ir: 1.01008 -0.85721 -0.82486  3.733
C: -8.81117 -0.24146 1.53209  -0.618
H: 4.91276 3.61894 -4.02229  0.450
H: 4.49472 0.10617 0.85863  0.190
H: -2.06563 -0.28626 3.69827  0.571
C: -0.39838 -0.19463 -3.52883  -0.550
H: 1.00746 1.75079 2.77071  0.283
C: -2.01441 -2.42988 3.57233  -0.165

***

What did the third record say?
Molecular formula: C9H19ClN4O
Method: DFT, ωB97M-V/def2-TZVPD

Its largest force on an atom is 6.110 eV/A. For the energy above the lowest of the compared OMol25 structures with the same formula, charge and spin, the calculation gives 6.2 kcal/mol. Its net charge is +2. As for the highest occupied orbital energy: -16.492 eV. Its SMILES is [H]/N=C/NC(/[NH+]=C(\Cl)OCCCC)=[NH+]\CC. The spin multiplicity is 1.

Last column: Mulliken charge in e.
CARTESIAN COORDINATES (ANGSTROEM)
H: -6.03257 1.59394 0.87997  0.351
C: 1.90554 -1.59286 1.56368  -0.233
C: -0.14691 -0.73797 -0.21544  0.578
N: 2.61373 -0.85606 0.70729  0.061
H: -4.08715 1.86390 -0.88260  0.277
C: -2.53848 -1.09197 0.05655  -0.673
H: 2.50928 1.91744 -0.92476  0.201
H: 6.28790 0.99616 -1.03361  0.347
C: -4.14277 1.01764 -0.12631  -0.437
H: 4.49069 1.06558 1.06749  0.432
C: -3.42615 -0.15267 -0.78899  -0.793
H: -2.85386 0.04083 -1.66000  0.353
H: 4.71920 0.35824 -1.81003  0.356
O: -1.28684 -0.30085 0.06757  -0.209
C: 4.27326 1.27985 0.06450  -0.653
H: -4.13120 -0.84585 -1.10574  0.577
H: 3.60101 -0.99384 0.75633  0.190
H: 2.35516 -2.37471 1.99732  0.513
N: 0.63303 -1.43878 1.63113  -0.441
H: 4.57958 2.39096 -0.12310  0.334
H: -2.73457 -1.32363 1.10513  0.335
H: -5.61957 -0.03030 0.80678  0.392
C: -5.59219 0.82741 0.22507  -1.400
H: -6.16512 0.63439 -0.62003  0.390
Cl: -0.00318 -2.18998 -1.22515  -0.012
H: 0.01281 -2.14321 2.07403  0.308
H: -3.57152 1.37133 0.67036  0.411
N: 0.81070 0.21433 -0.33565  -0.189
H: 0.45941 1.16508 -0.68453  0.393
C: 5.19858 0.50516 -0.90839  -0.970
C: 2.13268 0.17712 -0.01706  0.468
H: -2.52035 -2.08197 -0.45406  0.535
N: 2.93015 1.23337 -0.35719  -0.095
H: 5.33974 -0.49808 -0.40055  0.303

***

> The lowest net charge belongs to which entry?

C26H18N5ORuS3

***

> What is the formula in the fourth record?

C40H40BrIrN5O2P

***

> Which formula does entry 3 have?

C9H19ClN4O